{"formula": "C5H6N2O", "method": "ωB97M-V/def2-TZVPD", "species": ["H", "N", "C", "O", "N", "C", "C", "C", "C", "H", "H", "H", "H", "H"], "xyz": [[-1.563546, -2.711853, -0.135771], [-1.642983, -1.836040, 0.305023], [-0.744295, -1.059099, -0.000207], [0.147082, -1.277441, -1.060212], [1.141547, -0.313984, -1.114665], [0.672290, 0.592256, -0.235024], [-0.438560, 0.313671, 0.439405], [-0.420440, 1.585087, 1.222307], [1.068333, 1.837457, 0.486840], [1.465149, 0.021882, -1.997341], [-1.229967, 2.329955, 1.147498], [-0.186139, 1.456997, 2.301025], [1.124769, 2.993178, 0.090307], [1.899165, 1.563317, 1.263552]], "forces_ev_per_a": [[-0.1, -1.3, -0.9], [-1.3, -0.7, 1.5], [0.3, 3.1, -0.3], [-0.2, -1.8, -1.2], [0.8, 0.3, 1.8], [0.5, 2.1, 0.0], [0.7, -1.4, -1.4], [1.7, 0.3, 1.8], [-0.7, 2.5, 1.7], [-0.5, -0.5, -1.0], [0.5, -0.3, -0.5], [-0.5, 0.0, -0.4], [0.3, -3.3, 0.4], [-1.4, 1.0, -1.5]], "mulliken_charge": [0.270, -0.640, 0.108, -0.268, -0.199, -0.149, 0.502, -0.530, -0.293, 0.277, 0.287, 0.163, 0.262, 0.209], "smiles": "[H]/N=c1\\o[nH]c2c1CC2", "orbital_gap_ev": 9.09, "e_lumo_ev": 0.781}


{"formula": "C6H11ClFI", "method": "ωB97M-V/def2-TZVPD", "species": ["C", "C", "C", "F", "Cl", "C", "C", "C", "I", "H", "H", "H", "H", "H", "H", "H", "H", "H", "H", "H"], "xyz": [[-1.009503, -1.844761, 1.804895], [-0.174309, -0.635730, 1.464744], [0.445901, -0.757854, 0.021738], [1.538377, -1.564227, 0.091965], [-0.686739, -1.618353, -1.178423], [0.725025, 0.889590, -0.575191], [-0.576139, 1.711653, -0.483851], [0.974732, 0.678015, -2.043249], [2.235221, 1.936266, 0.427199], [-1.924556, -1.773919, 1.246320], [-1.236736, -2.013655, 2.881871], [-0.431767, -2.820849, 1.490302], [-0.814300, 0.194193, 1.560624], [0.727599, -0.468035, 2.121359], [-0.945406, 2.309046, 0.492150], [-1.378903, 1.174578, -0.772992], [-0.533466, 2.435674, -1.249333], [1.955981, 0.268633, -2.215118], [0.941468, 1.694749, -2.518297], [0.167519, 0.204988, -2.566714]], "forces_ev_per_a": [[1.6, -2.7, 0.5], [1.8, -1.2, -0.5], [-1.0, 2.5, 0.8], [0.0, 0.8, -0.3], [0.5, 0.6, 0.9], [-2.1, -3.1, 0.2], [1.1, 2.2, 3.2], [0.8, 2.8, -0.8], [0.5, -0.2, 0.2], [-0.4, -0.3, -0.1], [0.2, 0.6, -0.7], [-1.3, 1.8, 0.5], [-0.4, 1.4, -0.2], [-0.9, -0.3, -0.5], [1.5, -1.6, -1.9], [-2.7, -2.4, -0.8], [0.4, 1.3, -0.7], [0.1, -0.5, -0.3], [0.6, -0.6, 0.3], [-0.2, -0.8, 0.1]], "mulliken_charge": [-1.249, -0.312, 0.632, -0.285, -0.198, 0.327, -1.557, -1.587, 0.156, 0.344, 0.369, 0.254, 0.234, 0.354, 0.268, 0.484, 0.485, 0.383, 0.451, 0.447], "smiles": "CC[C@@](F)(Cl)C(C)(C)I", "orbital_gap_ev": 10.10, "e_lumo_ev": 0.467}


{"formula": "C5H13NO2", "method": "ωB97M-V/def2-TZVPD", "species": ["C", "C", "C", "C", "N", "C", "H", "H", "H", "H", "H", "H", "H", "H", "H", "O", "H", "H", "O", "H", "H"], "xyz": [[1.525599, 2.938383, -1.228510], [0.858315, 2.034787, -1.939276], [-0.270703, 1.326564, -1.330094], [-1.560595, 1.585259, -1.496601], [0.163518, 0.375991, -0.328496], [-0.758771, -0.718961, -0.082812], [1.414397, 3.036879, -0.153506], [2.355921, 3.555074, -1.555019], [1.148206, 1.846801, -2.966966], [-2.374082, 1.124031, -0.955694], [-1.893589, 2.361807, -2.173623], [1.042792, 0.011420, -0.641938], [-0.261585, -1.688948, 0.047188], [-1.201354, -0.646182, 0.918106], [-1.457897, -0.916784, -0.896101], [0.740796, 0.667737, 5.169195], [1.681066, 0.823715, 5.123573], [0.474360, 1.132494, 5.991376], [-0.694600, -6.236776, -0.601667], [-0.107490, -5.460323, -0.544949], [-0.841949, -6.464483, 0.313321]], "forces_ev_per_a": [[0.8, -0.2, 0.6], [0.4, 1.1, -0.2], [-0.1, -1.3, 1.9], [-0.5, 0.7, -0.7], [-0.4, 0.2, -1.5], [0.2, -1.2, 1.1], [-0.7, 0.0, 0.0], [0.0, -0.3, -0.6], [-0.3, 0.0, -0.1], [0.3, -0.3, 0.1], [0.3, 0.0, -0.1], [0.5, -0.1, 0.1], [0.6, 0.3, -0.3], [-0.7, 0.5, -0.5], [-0.3, 0.4, 0.2], [-0.6, 0.4, 0.9], [0.4, 0.0, -0.1], [0.1, -0.5, -0.8], [0.5, 0.7, -0.2], [-0.4, -0.5, -0.2], [-0.1, -0.2, 0.4]], "mulliken_charge": [-0.565, -0.522, 0.465, -0.866, -0.239, -0.985, 0.257, 0.297, 0.320, 0.305, 0.293, 0.290, 0.297, 0.275, 0.380, -0.641, 0.317, 0.323, -0.639, 0.319, 0.319], "smiles": "C=CC(=C)NC.O.O", "orbital_gap_ev": 9.03, "e_lumo_ev": 0.681}


{"formula": "C5H10NO", "method": "ωB97M-V/def2-TZVPD", "species": ["C", "O", "C", "C", "C", "C", "N", "H", "H", "H", "H", "H", "H", "H", "H", "H", "H"], "xyz": [[-2.298152, -0.700798, 0.358223], [-3.496027, -0.047954, 0.404276], [-1.301671, 0.395789, -0.262179], [-0.028539, -0.156091, -0.813733], [1.143940, 0.345947, -0.204084], [2.435252, -0.134388, -0.176763], [3.406964, 0.627466, 0.636093], [-2.395886, -1.588823, -0.257928], [-1.707005, -0.962598, 1.271528], [-1.030369, 1.255409, 0.370886], [-1.935776, 0.820507, -1.034158], [-0.182213, -2.194011, -1.232075], [-0.112153, -1.270342, -1.008004], [1.002950, 1.276590, 0.360800], [2.970396, -0.686293, -0.955192], [3.717154, 0.280954, 1.550550], [4.194129, 1.024425, 0.136859]], "forces_ev_per_a": [[-1.9, 2.4, 0.5], [1.0, -1.3, 1.2], [2.1, 0.1, -1.8], [-1.1, 3.4, 0.9], [1.5, -0.7, 0.9], [0.9, 2.1, 0.0], [-0.5, 0.0, 0.2], [0.8, -0.4, -0.7], [-0.7, -0.2, 0.4], [-0.6, -0.5, 0.7], [0.0, -0.3, -0.4], [-0.2, -1.3, 0.9], [0.2, -1.8, -2.3], [0.2, -0.2, 0.2], [-1.0, -0.8, 0.3], [-0.5, -0.1, -0.8], [-0.1, -0.4, -0.1]], "mulliken_charge": [-0.401, -0.840, -0.468, 0.201, -0.294, -0.200, -0.545, 0.243, 0.182, 0.235, 0.340, 0.765, -1.142, 0.247, 0.309, 0.178, 0.189], "orbital_gap_ev": 5.14, "total_charge": -1, "e_lumo_ev": 2.380}


{"formula": "C26H50NO9P3V", "method": "ωB97M-V/def2-TZVPD", "species": ["V", "C", "C", "C", "O", "P", "O", "C", "P", "O", "O", "C", "C", "C", "O", "C", "C", "C", "O", "C", "C", "C", "H", "H", "H", "H", "H", "H", "H", "H", "H", "H", "H", "H", "H", "H", "H", "H", "H", "H", "H", "H", "H", "H", "H", "H", "H", "H", "H", "H", "H", "H", "C", "C", "O", "P", "O", "C", "C", "O", "C", "C", "H", "H", "H", "H", "H", "H", "H", "H", "H", "H", "H", "H", "H", "H", "H", "N", "C", "C", "C", "C", "C", "C", "C", "H", "H", "H", "H", "H"], "xyz": [[1.191845, -1.633305, 0.008395], [-3.658766, -2.834246, 3.924168], [-2.531986, -3.398560, 3.114567], [-1.844526, -4.593595, 3.704852], [-1.480964, -2.218533, 3.025105], [-0.218399, -1.934637, 2.277285], [-0.352895, -2.139408, 0.679959], [1.211040, -2.952419, 2.739515], [2.857763, -2.273387, 2.308021], [2.614965, -1.402584, 0.966518], [3.330842, -1.338207, 3.384407], [4.244686, -1.661262, 4.646195], [3.357524, -1.523301, 5.844632], [5.389108, -0.697868, 4.566825], [3.766416, -3.443495, 2.014680], [4.776249, -3.773005, 0.891575], [4.810538, -5.271598, 0.817157], [6.077062, -3.114102, 1.250484], [0.245044, -0.473835, 2.387620], [-0.394853, 0.709689, 3.236397], [-1.785521, 0.970023, 2.739415], [-0.252198, 0.367025, 4.688206], [-4.426157, -3.605291, 4.013572], [-4.111004, -1.969243, 3.443261], [-3.327298, -2.571344, 4.928703], [-2.819464, -3.551575, 2.076725], [-1.532455, -4.409450, 4.733904], [-0.992111, -4.933041, 3.111670], [-2.563090, -5.414925, 3.719180], [1.118579, -3.943580, 2.287376], [1.183378, -3.076809, 3.827443], [4.569552, -2.687927, 4.487674], [2.984746, -0.503784, 5.944912], [3.957955, -1.746842, 6.728839], [2.522622, -2.226514, 5.836276], [5.046618, 0.329968, 4.680194], [5.944274, -0.797052, 3.635343], [6.070643, -0.924747, 5.389021], [4.343432, -3.334572, -0.006767], [5.165994, -5.698417, 1.754807], [5.508404, -5.561951, 0.030192], [3.833619, -5.694125, 0.582896], [6.469591, -3.519799, 2.183529], [5.985004, -2.030093, 1.336602], [6.801536, -3.323431, 0.462163], [0.286470, 1.503909, 2.949166], [-2.505936, 0.255790, 3.135979], [-1.831778, 0.974467, 1.651111], [-2.071516, 1.965234, 3.085419], [-0.890645, -0.468468, 4.978993], [-0.575553, 1.238231, 5.262559], [0.783897, 0.162031, 4.955391], [1.144781, -0.177777, -5.014353], [1.879482, 0.049456, -3.727347], [0.863344, 0.397234, -2.690656], [1.058456, 0.462317, -1.163576], [2.398798, 1.065928, -0.734143], [2.770594, 2.546093, -0.746227], [3.984668, 2.740106, -1.601711], [-0.162063, 1.205131, -0.592982], [-1.317780, 1.841206, -1.352162], [-0.921784, 3.190129, -1.870746], [1.871671, -0.322165, -5.815327], [0.540288, 0.691531, -5.268562], [0.490325, -1.049043, -4.965653], [2.564327, 0.890969, -3.779760], [2.424538, -0.826539, -3.378374], [2.938661, 2.773414, 0.300431], [1.898091, 3.090063, -1.102072], [4.794729, 2.079098, -1.298123], [4.325585, 3.768720, -1.468877], [3.770367, 2.598686, -2.660164], [-2.093765, 1.889930, -0.597078], [-1.601843, 1.139136, -2.130116], [-0.624233, 3.858088, -1.063216], [-1.794425, 3.630457, -2.358230], [-0.128107, 3.128962, -2.616940], [1.276923, -2.692133, -1.524113], [1.140192, -3.523786, -2.342235], [0.998265, -4.476365, -3.330936], [0.498963, -5.758740, -2.989564], [0.371165, -6.697109, -3.982624], [0.740064, -6.370557, -5.290499], [1.230364, -5.107238, -5.631503], [1.363622, -4.147809, -4.660053], [0.222882, -5.990228, -1.969715], [-0.010596, -7.682658, -3.755716], [0.646300, -7.121968, -6.065009], [1.498176, -4.885066, -6.655119], [1.745139, -3.164662, -4.899584]], "forces_ev_per_a": [[-0.4, 1.2, -1.2], [0.1, 0.1, 0.0], [-0.2, -0.1, 0.0], [0.1, 0.0, 0.1], [-0.3, -0.4, 0.0], [0.0, 0.3, 0.1], [-0.2, -0.1, 0.8], [0.0, 0.0, -0.1], [-0.2, 0.2, 0.0], [1.0, -0.8, 0.8], [0.1, 0.3, 0.3], [0.1, 0.1, 0.0], [-0.1, 0.0, 0.0], [-0.1, 0.1, -0.1], [-0.1, -0.3, -0.2], [0.2, 0.0, 0.0], [0.0, -0.1, 0.1], [0.0, 0.0, 0.1], [-0.2, 0.0, 0.2], [0.2, 0.0, -0.1], [-0.1, -0.1, 0.0], [0.0, -0.1, 0.0], [0.0, 0.0, 0.0], [0.0, 0.0, 0.0], [0.0, 0.0, 0.0], [0.1, 0.1, -0.1], [0.0, 0.0, 0.0], [0.0, 0.0, 0.0], [0.0, 0.0, 0.0], [0.0, -0.1, 0.1], [0.0, 0.0, 0.0], [-0.1, 0.0, -0.1], [0.0, 0.0, 0.0], [0.0, 0.0, 0.0], [0.0, 0.0, 0.0], [0.0, 0.0, 0.0], [0.0, 0.0, 0.0], [0.0, 0.0, 0.0], [-0.1, 0.1, 0.0], [0.0, 0.0, 0.0], [0.0, 0.0, 0.0], [0.0, 0.0, 0.0], [0.0, 0.0, 0.0], [0.0, 0.0, 0.0], [0.0, 0.0, 0.0], [0.1, 0.0, -0.1], [0.0, 0.0, 0.0], [0.0, 0.0, 0.0], [0.0, 0.0, 0.0], [0.0, 0.0, 0.0], [0.0, 0.0, 0.0], [0.0, 0.0, 0.0], [-0.1, 0.0, -0.1], [-0.1, 0.1, 0.1], [0.0, -0.3, -0.3], [-0.4, 0.4, -0.1], [0.3, 0.2, 0.1], [0.0, 0.0, -0.1], [0.0, 0.0, 0.0], [-0.2, 0.1, 0.0], [0.1, 0.0, 0.0], [0.0, 0.0, 0.0], [0.0, 0.0, 0.0], [0.0, 0.0, 0.0], [0.0, 0.0, 0.0], [0.0, 0.0, 0.0], [0.0, -0.1, 0.0], [0.0, 0.0, 0.0], [0.0, 0.0, 0.0], [0.0, 0.0, 0.0], [0.0, 0.0, 0.0], [0.0, 0.0, 0.0], [0.0, 0.0, 0.0], [0.0, 0.0, 0.0], [0.0, 0.0, 0.0], [0.0, 0.0, 0.0], [0.0, 0.0, 0.0], [0.2, -1.0, -0.7], [0.1, 0.2, 0.0], [0.0, 0.0, 0.1], [0.0, 0.0, 0.0], [0.0, 0.0, -0.1], [0.0, -0.1, -0.1], [0.0, 0.0, 0.0], [0.0, 0.0, 0.0], [0.0, 0.0, 0.0], [0.0, 0.0, 0.0], [0.0, 0.0, 0.0], [0.0, 0.0, 0.0], [0.0, 0.0, 0.0]], "lowdin_spin": [1.027, 0.000, 0.000, 0.000, -0.001, 0.001, -0.001, 0.000, 0.001, -0.011, 0.000, 0.000, 0.000, 0.000, 0.000, 0.000, 0.000, 0.000, 0.001, 0.000, 0.000, 0.000, 0.000, 0.000, 0.000, 0.000, 0.000, 0.000, 0.000, 0.000, 0.000, 0.000, 0.000, 0.000, 0.000, 0.000, 0.000, 0.000, 0.000, 0.000, 0.000, 0.000, 0.000, 0.000, 0.000, 0.000, 0.000, 0.000, 0.000, 0.000, 0.000, 0.000, 0.000, 0.000, -0.013, -0.032, -0.007, -0.003, -0.001, -0.010, -0.001, -0.001, 0.000, 0.000, 0.000, 0.000, 0.000, 0.000, 0.000, 0.000, 0.000, 0.000, 0.000, 0.000, 0.000, 0.000, 0.000, -0.004, 0.043, 0.006, 0.003, 0.000, 0.000, 0.000, 0.003, 0.000, 0.000, 0.000, 0.000, 0.000], "orbital_gap_ev": [6.39, 6.92], "total_charge": 4, "s_squared": 0.77, "multiplicity": 2, "e_lumo_ev": [-13.390, -12.853]}


{"formula": "C9H13NP", "method": "ωB97M-V/def2-TZVPD", "species": ["C", "C", "C", "C", "C", "C", "C", "P", "C", "N", "C", "H", "H", "H", "H", "H", "H", "H", "H", "H", "H", "H", "H", "H"], "xyz": [[-1.624495, 2.085309, -0.823759], [-0.750202, 1.603607, -1.501160], [0.394086, 0.820463, -1.784194], [0.464997, -0.052509, -0.471070], [1.770205, -0.841728, -0.226547], [1.495095, -2.225189, 0.394323], [0.306867, -2.865188, -0.305740], [-0.725371, -1.708817, -0.896197], [-0.036663, 0.712104, 0.846541], [-1.509069, 0.890284, 1.099686], [-2.157754, 2.065283, 0.538101], [0.268576, 0.293846, -2.645842], [1.256552, 1.490988, -1.704447], [2.314976, -0.319946, 0.530755], [2.213922, -0.906684, -1.164223], [1.209554, -2.065049, 1.409932], [2.458667, -2.857190, 0.239730], [0.063042, -3.904953, -0.294359], [0.440393, 0.299505, 1.768050], [0.646516, 1.559907, 0.742497], [-1.702162, 0.865001, 2.146422], [-1.815407, 0.071790, 0.512171], [-1.658835, 2.898380, 0.940946], [-3.323491, 2.090787, 0.648386]], "forces_ev_per_a": [[-0.1, -0.4, -0.9], [-2.0, 1.2, 0.6], [1.3, 1.4, 3.8], [-2.4, -3.3, 0.1], [-2.1, 0.4, 1.7], [1.8, -1.2, -2.1], [0.1, 2.2, 0.5], [-0.2, 1.0, -0.3], [3.5, -0.5, -0.3], [0.4, -1.6, 1.0], [-1.8, 1.0, -1.9], [0.4, -1.7, -2.4], [0.3, -0.2, -0.9], [1.2, 0.6, 0.0], [1.4, -0.2, -1.4], [0.3, -0.4, 1.0], [-1.6, 0.9, 0.9], [0.1, -0.5, 0.0], [-0.9, -0.5, -0.7], [-1.3, 1.3, 0.3], [0.1, -0.7, -1.7], [-0.7, 0.2, 1.3], [-0.1, 1.4, 1.4], [2.4, -0.3, 0.0]], "mulliken_charge": [-0.097, 0.067, -1.009, 0.441, -1.153, -0.441, -0.259, -0.112, -1.277, 0.124, -0.329, 0.526, 0.364, 0.369, 0.466, 0.259, 0.365, 0.424, 0.489, 0.308, 0.403, 0.382, 0.324, 0.366], "smiles": "C1#CC[C@@]2(CCC=P2)C[NH2+]C1", "orbital_gap_ev": 8.98, "total_charge": 1, "e_lumo_ev": -3.676}


For each record above, in turn, the calculated ΔE to the lowest compared entry with this formula, charge and spin values are 101.3 8.9 68.7 156.2 25.9 45.8 kcal/mol.
For each record above, in turn, the calculated E values are -10305.2086 -29739.7867 -10978.9011 -8877.3449 -101212.5905 -20310.8842 eV.